Density functional theory data (ωB97M-V/def2-TZVPD) for a structure of composition C45H34Cl5F2KN6O3.

Each line ends with the Löwdin charge.
Geometry (Å):
K  0.707  0.048  0.369  0.64
C  -2.220  -4.013  -3.975  -0.08
C  -1.602  -2.803  -3.601  -0.18
N  -2.004  -2.072  -2.592  0.15
C  -3.049  -2.495  -1.838  -0.16
C  -3.751  -3.695  -2.139  -0.19
C  -3.292  -4.442  -3.251  -0.05
C  -4.845  -4.120  -1.353  -0.12
C  -5.214  -3.335  -0.280  -0.14
C  -4.549  -2.163  0.054  -0.05
C  -3.424  -1.688  -0.674  -0.26
N  -2.698  -0.631  -0.355  0.09
C  -3.170  0.233  0.607  -0.25
C  -4.266  1.052  0.392  -0.04
C  -4.689  1.999  1.340  -0.11
C  -4.037  2.149  2.532  -0.11
C  -2.915  1.334  2.811  -0.18
C  -2.184  1.434  4.019  -0.03
C  -1.116  0.619  4.235  -0.06
C  -0.758  -0.315  3.234  -0.16
N  -1.409  -0.431  2.106  0.08
C  -2.479  0.378  1.863  -0.15
H  -1.837  -4.579  -4.816  0.09
H  -0.743  -2.435  -4.155  0.10
H  -3.803  -5.366  -3.502  0.10
H  -5.361  -5.040  -1.601  0.08
H  -6.049  -3.644  0.342  0.09
H  -4.871  -1.604  0.923  0.09
H  -4.800  0.949  -0.546  0.11
H  -5.544  2.626  1.110  0.09
H  -4.346  2.890  3.261  0.10
H  -2.481  2.181  4.748  0.11
H  -0.516  0.688  5.135  0.10
H  0.116  -0.951  3.358  0.08
O  2.003  -0.639  -2.216  -0.11
C  2.439  -1.977  -2.142  -0.20
C  1.370  -2.933  -1.659  -0.27
C  1.194  -4.190  -2.217  -0.04
C  0.197  -5.012  -1.708  -0.09
C  -0.588  -4.550  -0.666  -0.06
C  -0.331  -3.279  -0.167  -0.13
N  0.626  -2.496  -0.646  0.08
H  1.393  -0.523  -2.970  0.04
H  3.259  -1.996  -1.417  0.12
H  2.834  -2.330  -3.103  0.12
H  1.811  -4.511  -3.047  0.10
H  0.021  -5.992  -2.135  0.10
H  -1.397  -5.145  -0.264  0.10
H  -0.921  -2.857  0.642  0.11
F  4.866  -4.393  1.485  0.00
C  4.381  -3.196  1.953  -0.30
C  3.053  -2.873  1.782  -0.12
C  2.517  -1.655  2.243  -0.06
C  3.434  -0.803  2.902  -0.19
C  4.767  -1.167  3.049  -0.24
F  5.669  -0.320  3.651  0.01
C  5.284  -2.359  2.584  0.01
C  2.947  0.501  3.439  -0.23
C  3.342  0.978  4.695  -0.03
C  2.831  2.173  5.165  -0.09
C  1.931  2.877  4.379  -0.08
C  1.581  2.332  3.153  -0.13
N  2.073  1.183  2.691  0.10
H  2.428  -3.597  1.261  0.08
H  6.329  -2.609  2.694  0.11
H  4.038  0.401  5.288  0.10
H  3.128  2.549  6.138  0.09
H  1.500  3.816  4.702  0.09
H  0.862  2.823  2.506  0.09
Cl  1.655  8.228  -0.549  0.59
C  1.186  6.578  -0.291  -0.74
C  1.959  5.527  -0.790  -0.71
Cl  3.409  5.890  -1.669  0.63
C  1.587  4.211  -0.596  -0.60
Cl  2.550  2.906  -1.195  0.72
C  0.397  3.837  0.116  -0.55
O  0.058  2.648  0.304  -0.18
C  -0.360  4.953  0.612  -0.61
Cl  -1.795  4.553  1.486  0.71
C  0.024  6.266  0.416  -0.71
Cl  -0.949  7.553  1.053  0.62
C  -0.748  1.360  -2.384  -0.04
N  -1.431  0.982  -3.617  -0.12
C  -2.876  1.083  -3.513  -0.04
C  -0.810  0.226  -4.534  -0.52
C  -1.603  -0.199  -5.753  -0.02
O  0.377  -0.109  -4.447  0.00
H  -1.053  2.368  -2.106  0.09
H  0.327  1.348  -2.528  0.06
H  -1.057  0.671  -1.596  0.06
H  -3.139  2.101  -3.215  0.09
H  -3.230  0.397  -2.738  0.07
H  -3.367  0.857  -4.454  0.07
H  -2.088  0.648  -6.240  0.08
H  -2.369  -0.924  -5.476  0.07
H  -0.907  -0.668  -6.443  0.08

Values from the calculation:
Lowest unoccupied orbital energy in Ha: 0.144
Calculated total energy in a.u.: -5390.2504
Multiplicity: 1
Net charge: -2
HOMO in eV: -1.73
HOMO-LUMO gap in eV: 5.6

***

Density functional theory data (ωB97M-V/def2-TZVPD) for a cluster of 3 separate species, C21H38N4O8S in total at a distorted geometry.

Each line ends with the Löwdin charge.
Geometry (Å):
C  -3.266  -5.099  2.855  -0.17
S  -2.159  -3.826  3.752  0.73
O  -1.777  -4.489  5.099  -0.38
O  -3.028  -2.544  3.887  -0.41
C  -0.723  -3.497  2.594  -0.16
C  -0.976  -3.319  0.968  0.01
C  0.225  -3.031  -0.125  -0.01
C  1.788  -2.959  0.435  0.04
C  1.999  -3.152  2.059  0.00
C  0.811  -3.393  3.163  0.03
C  1.443  -3.483  4.673  -0.19
O  0.917  -3.323  5.889  0.04
N  2.923  -3.764  4.336  -0.07
N  3.509  -2.819  5.190  -0.02
C  3.361  -3.161  2.987  -0.22
O  4.584  -2.760  2.591  -0.02
H  -3.889  -4.622  1.982  0.08
H  -2.531  -5.951  2.513  0.08
H  -3.986  -5.584  3.670  0.10
H  -2.077  -3.397  0.530  0.11
H  -0.043  -2.883  -1.258  0.09
H  2.715  -2.763  -0.256  0.10
H  4.556  -2.986  5.228  0.12
H  3.406  -1.846  4.775  0.12
C  -6.017  1.984  0.784  -0.11
O  -5.550  2.239  -0.534  -0.20
C  -4.415  3.113  -0.564  -0.20
C  -3.175  2.354  -1.064  -0.20
N  -2.720  1.376  -0.069  -0.04
C  -1.701  0.454  -0.582  -0.18
C  -2.133  -0.519  -1.697  -0.21
O  -3.093  -1.490  -1.273  -0.20
C  -4.444  -1.060  -1.368  -0.09
H  -6.944  1.410  0.713  0.09
H  -5.289  1.393  1.346  0.08
H  -6.228  2.920  1.311  0.09
H  -4.230  3.587  0.408  0.12
H  -4.649  3.909  -1.279  0.12
H  -2.370  3.068  -1.263  0.11
H  -3.443  1.861  -2.004  0.10
H  -3.517  0.828  0.247  0.07
H  -1.363  -0.144  0.274  0.12
H  -0.833  1.031  -0.922  0.09
H  -1.244  -1.091  -1.987  0.09
H  -2.466  -0.004  -2.604  0.11
H  -4.605  -0.358  -2.192  0.09
H  -4.764  -0.622  -0.424  0.07
H  -5.067  -1.944  -1.543  0.09
C  4.539  5.101  -1.619  -0.11
O  4.207  4.428  -2.825  -0.20
C  5.157  3.414  -3.177  -0.20
C  4.506  2.024  -3.087  -0.20
N  4.244  1.655  -1.692  -0.05
C  3.406  0.459  -1.552  -0.20
C  1.951  0.561  -2.052  -0.21
O  1.144  1.466  -1.296  -0.22
C  1.203  2.815  -1.738  -0.08
H  3.836  5.927  -1.484  0.09
H  4.449  4.430  -0.762  0.08
H  5.552  5.513  -1.669  0.09
H  6.068  3.470  -2.571  0.12
H  5.442  3.599  -4.219  0.12
H  5.174  1.283  -3.538  0.12
H  3.578  2.053  -3.666  0.10
H  3.776  2.430  -1.226  0.07
H  3.377  0.223  -0.482  0.12
H  3.900  -0.385  -2.046  0.12
H  1.495  -0.427  -1.916  0.10
H  1.886  0.774  -3.125  0.11
H  1.370  2.898  -2.816  0.09
H  1.973  3.355  -1.189  0.07
H  0.244  3.289  -1.502  0.08

Values from the calculation:
SMILES: CS(=O)(=O)c1cccc2c1C(=O)N(N)C2=O.COCCNCCOC.COCCNCCOC
Lowest unoccupied orbital energy in Ha: -0.066
Calculated total energy in a.u.: -2041.5097
Multiplicity: 1
Net charge: 0
HOMO in eV: -8.68
HOMO-LUMO gap in eV: 6.9

***

Density functional theory data (ωB97M-V/def2-TZVPD) for the molecule C3H8N4O2 at a distorted geometry.

Each line ends with the Löwdin charge.
Geometry (Å):
H  0.503  -1.489  -0.586  0.06
N  0.221  -1.279  -1.578  0.14
C  -0.817  -0.571  -1.623  -0.56
N  -1.484  -0.360  -2.817  0.13
O  -1.460  -0.005  -0.531  -0.02
N  -0.886  -0.306  0.699  0.06
C  0.268  0.446  1.006  -0.52
N  0.630  1.558  0.517  0.17
H  -0.037  1.961  -0.106  0.05
O  1.027  -0.179  1.914  -0.06
C  2.194  0.566  2.329  -0.06
H  -1.864  0.582  -2.979  0.11
H  -0.856  -0.591  -3.587  0.10
H  -0.892  -1.288  0.868  0.13
H  2.715  1.022  1.471  0.09
H  2.803  -0.088  2.947  0.09
H  1.859  1.431  2.893  0.09

Values from the calculation:
SMILES: [H]/N=C(/N)ON/C(=N\[H])OC
Lowest unoccupied orbital energy in Ha: 0.031
Calculated total energy in a.u.: -488.5556
Multiplicity: 1
Net charge: 0
HOMO in eV: -9.73
HOMO-LUMO gap in eV: 10.6

***

Density functional theory data (ωB97M-V/def2-TZVPD) for a cluster of 4 separate species, C4H8Cl8 in total at a distorted geometry.

Each line ends with the Löwdin charge.
Geometry (Å):
Cl  0.586  -10.146  3.420  0.45
C  1.527  -11.041  4.698  -0.96
Cl  1.410  -12.810  4.450  0.47
H  2.593  -10.857  4.566  0.02
H  1.057  -10.742  5.635  0.02
Cl  12.080  -4.616  11.113  0.47
C  13.776  -4.701  11.724  -0.96
Cl  14.590  -3.102  11.407  0.44
H  13.900  -4.830  12.799  0.02
H  14.332  -5.541  11.307  0.03
Cl  10.688  -10.889  9.166  0.49
C  9.741  -12.342  9.542  -1.01
Cl  9.001  -12.218  11.164  0.47
H  8.944  -12.519  8.821  0.03
H  10.423  -13.191  9.580  0.02
Cl  8.403  -7.178  4.074  0.46
C  9.357  -5.956  4.997  -1.03
Cl  8.725  -4.360  4.704  0.52
H  9.192  -6.068  6.068  0.02
H  10.419  -6.095  4.795  0.03

Values from the calculation:
SMILES: ClCCl.ClCCl.ClCCl.ClCCl
Lowest unoccupied orbital energy in Ha: 0.013
Calculated total energy in a.u.: -3838.7077
Multiplicity: 1
Net charge: 0
HOMO in eV: -11.04
HOMO-LUMO gap in eV: 11.4

***

Density functional theory data (ωB97M-V/def2-TZVPD) for the ion C6H14N2 with charge -1 at a distorted geometry.

Each line ends with the Mulliken spin population.
Geometry (Å):
C  1.330  -0.821  2.593  0.10
C  -0.069  -0.243  2.475  -0.24
C  -0.634  -0.197  1.062  0.69
C  -0.109  0.363  -0.035  0.34
N  -0.716  0.431  -1.249  -0.89
C  -0.086  0.767  -2.492  0.97
C  -1.014  1.535  -3.447  2.88
N  1.429  -2.144  1.997  0.00
H  2.049  -0.176  2.081  0.02
H  1.520  -0.913  3.666  -0.02
H  -0.168  0.820  2.751  -0.08
H  -0.781  -0.716  3.145  0.03
H  -1.474  -0.869  0.879  0.13
H  0.705  1.077  0.108  0.05
H  -1.661  0.082  -1.273  -0.29
H  0.780  1.362  -2.217  -0.40
H  0.346  -0.049  -3.043  -0.14
H  -1.724  0.766  -3.791  -0.49
H  -0.445  2.059  -4.197  -0.95
H  -1.691  2.140  -2.852  -0.64
H  1.587  -2.915  2.619  -0.04
H  0.825  -2.359  1.221  -0.02

Values from the calculation:
Lowest unoccupied orbital energy (alpha / beta) in Ha: 0.130 / 0.128
Calculated total energy in a.u.: -346.4144
Multiplicity: 2
Net charge: -1
HOMO (alpha / beta) in eV: 1.41 / -4.15
HOMO-LUMO gap (alpha / beta) in eV: 2.1 / 7.6

***

Density functional theory data (ωB97M-V/def2-TZVPD) for a structure of composition C41H34IrN4OS3.

Each line ends with the Mulliken spin population.
Geometry (Å):
Ir  0.670  -0.346  -0.248  2.70
C  3.453  0.595  -1.621  0.08
N  3.107  -0.538  -0.748  0.14
C  3.454  -1.790  -1.442  -0.01
C  2.815  -3.017  -0.847  0.01
C  3.313  -4.286  -1.125  0.00
C  2.659  -5.377  -0.588  0.00
C  1.541  -5.171  0.210  0.00
C  1.112  -3.876  0.419  -0.01
N  1.739  -2.821  -0.105  0.12
C  3.845  -0.422  0.530  -0.01
C  3.038  -0.274  1.805  0.01
C  3.719  0.034  2.973  0.00
C  3.035  0.029  4.175  0.00
C  1.691  -0.307  4.179  0.00
C  1.074  -0.573  2.973  0.00
N  1.728  -0.532  1.806  0.12
C  2.944  1.870  -1.014  -0.02
C  3.630  3.064  -1.129  0.00
C  3.084  4.205  -0.558  0.00
C  1.882  4.103  0.113  -0.01
C  1.257  2.867  0.168  -0.08
N  1.768  1.770  -0.388  0.05
H  2.996  0.432  -2.602  -0.01
H  4.541  0.661  -1.766  0.00
H  4.546  -1.920  -1.444  0.00
H  3.148  -1.693  -2.488  0.01
H  4.191  -4.405  -1.742  0.00
H  3.015  -6.378  -0.786  0.00
H  1.004  -5.994  0.654  0.00
H  0.230  -3.663  1.008  0.00
H  4.525  0.434  0.476  0.00
H  4.479  -1.307  0.648  0.00
H  4.774  0.263  2.933  0.00
H  3.546  0.275  5.095  0.00
H  1.120  -0.356  5.095  0.00
H  0.023  -0.825  2.920  0.01
H  4.577  3.093  -1.650  0.00
H  3.599  5.154  -0.631  0.00
H  1.409  4.954  0.576  0.00
H  0.312  2.737  0.669  0.07
O  -0.885  1.021  -0.533  0.31
C  -1.932  1.942  -0.734  0.05
C  -2.637  2.160  0.592  0.00
C  -2.092  2.475  1.806  -0.01
C  -3.057  2.585  2.837  -0.01
C  -4.321  2.351  2.379  0.01
S  -4.336  1.995  0.718  0.00
C  -1.374  3.238  -1.281  0.00
C  -0.546  3.347  -2.358  -0.01
C  -0.228  4.692  -2.672  0.00
C  -0.828  5.576  -1.825  0.00
S  -1.780  4.777  -0.651  0.00
C  -2.912  1.408  -1.761  0.01
C  -3.206  0.111  -2.044  0.01
C  -4.217  -0.021  -3.034  0.00
C  -4.664  1.185  -3.478  0.00
S  -3.857  2.482  -2.718  0.00
H  -1.034  2.611  1.985  0.01
H  -2.824  2.837  3.859  0.00
H  -5.241  2.382  2.933  0.00
H  -0.197  2.488  -2.909  0.00
H  0.405  4.990  -3.493  0.00
H  -0.777  6.648  -1.840  0.00
H  -2.718  -0.720  -1.566  -0.02
H  -4.589  -0.967  -3.391  0.00
H  -5.420  1.382  -4.216  0.00
C  -3.947  -2.546  2.372  -0.01
C  -3.065  -1.462  2.585  0.01
C  -2.088  -1.183  1.674  0.05
C  -1.916  -1.963  0.505  -0.11
C  -0.901  -1.698  -0.460  0.71
C  -0.883  -2.430  -1.621  -0.18
C  -1.822  -3.459  -1.872  -0.01
C  -2.760  -3.762  -0.931  0.04
C  -2.833  -3.018  0.275  -0.01
C  -3.835  -3.297  1.240  0.01
H  -4.724  -2.760  3.093  0.00
H  -3.188  -0.827  3.452  0.00
H  -1.467  -0.308  1.808  -0.02
H  -0.129  -2.241  -2.379  -0.01
H  -1.777  -4.012  -2.801  0.00
H  -3.471  -4.561  -1.098  0.00
H  -4.523  -4.112  1.051  0.00

Values from the calculation:
Lowest unoccupied orbital energy (alpha / beta) in Ha: -0.085 / -0.161
Calculated total energy in a.u.: -3175.5849
Multiplicity: 5
Net charge: +1
HOMO (alpha / beta) in eV: -9.48 / -10.06
HOMO-LUMO gap (alpha / beta) in eV: 7.2 / 5.7